Entry from OMol25: an isolated molecule of C21H19ClN2 (ωB97M-V/def2-TZVPD).

Results
Frontier orbital gap: 7.879 eV
HOMO energy: -7.55 eV
SMILES: C=C(c1ccccc1C)c1ccc(Nc2ccccc2N)cc1Cl
ΔE to the lowest compared entry with this formula, charge and spin: 257.7 kJ/mol
Lowest unoccupied orbital energy: 0.33 eV
Energy: -37585.2603 eV

Cartesian coordinates (Å):
1 Cl 0.88489 -1.49336 -2.46855
2 C -1.51300 -2.86243 1.25031
3 C -0.59280 -2.43330 0.24572
4 C -1.14045 -4.77843 -2.69498
5 C -1.87984 5.73448 1.47960
6 C -2.31159 4.44590 1.27946
7 C -0.03492 -5.63954 -2.67241
8 C -0.11642 -0.26487 1.35640
9 C -1.23394 -3.75810 -1.69032
10 C -0.55713 6.11689 1.26886
11 C 0.32579 1.06356 1.25795
12 C 0.93233 0.75075 -1.04070
13 C -1.35397 3.64531 0.63516
14 C 1.06015 -5.28638 -1.71087
15 C 0.60925 -0.54372 -0.97012
16 C 0.01830 -1.08623 0.25977
17 C -0.27168 -3.47503 -0.75684
18 C 0.38192 5.26109 0.79527
19 C 0.68768 1.58840 0.01430
20 C 0.02045 3.89201 0.49977
21 C 0.92398 -4.23142 -0.67859
22 N 1.69609 5.71889 0.66293
23 N 0.96274 2.91084 -0.05392
24 C 1.96522 -4.01991 0.27145
25 H -1.86655 -2.31277 2.10693
26 H -1.64085 -3.89247 1.31395
27 H -1.93207 -4.88506 -3.48993
28 H -2.66218 6.28993 1.84603
29 H -3.30318 3.97539 1.66314
30 H 0.12093 -6.36192 -3.45856
31 H -0.66950 -0.57770 2.26469
32 H -2.09725 -3.04603 -1.72153
33 H -0.10976 7.09707 1.50059
34 H 0.28686 1.64521 2.18908
35 H 1.34408 1.04495 -1.99530
36 H -1.69707 2.68628 0.35341
37 H 1.96598 -5.87248 -1.84556
38 H 1.80877 6.54123 1.16768
39 H 2.46674 5.01556 0.87445
40 H 1.58009 3.24300 -0.76971
41 H 1.67158 -4.17210 1.27654
42 H 2.80501 -4.70620 0.02616
43 H 2.46534 -2.96725 0.15830

These are the natural (NBO) partial charges, in e, on atoms 1 to 5:
1 Cl -0.01
2 C -0.39
3 C 0.01
4 C -0.22
5 C -0.20

---

Entry from OMol25: a cluster of 3 separate species, C17H45BOSi2 in total (ωB97M-V/def2-TZVPD).

Results
Frontier orbital gap: 9.656 eV
HOMO energy: -9.10 eV
SMILES: CCB(O)[SiH2][Si](C)(C)C.CCCCCC.CCCCCC
ΔE to the lowest compared entry with this formula, charge and spin: 5.2 kJ/mol
Lowest unoccupied orbital energy: 0.55 eV
Energy: -36840.0596 eV

Cartesian coordinates (Å):
1 C -1.23886 -3.09540 -1.63288
2 C -1.76000 -1.69112 -2.00407
3 B -2.78476 -1.03365 -1.02108
4 O -2.58415 0.28752 -0.74450
5 Si -4.36663 -1.98808 -0.17781
6 Si -6.03778 -2.47537 -1.72820
7 C -5.28937 -2.88472 -3.39983
8 C -7.08595 -3.93417 -1.16635
9 C -7.06141 -0.91156 -1.93962
10 H -1.79665 -3.54688 -0.81397
11 H -1.30554 -3.78217 -2.47716
12 H -0.18736 -3.05252 -1.35347
13 H -0.92436 -0.99836 -2.12324
14 H -2.25021 -1.72571 -2.98346
15 H -3.33537 0.68961 -0.30769
16 H -4.92517 -1.15341 0.92392
17 H -3.89145 -3.27975 0.39187
18 H -4.75891 -3.83759 -3.37404
19 H -6.08477 -2.95084 -4.14427
20 H -4.58422 -2.11929 -3.72567
21 H -8.04292 -3.62378 -0.74621
22 H -7.27342 -4.63522 -1.98043
23 H -6.55912 -4.48359 -0.38400
24 H -6.40438 -0.12956 -2.32930
25 H -7.47803 -0.56487 -0.99432
26 H -7.86428 -1.05671 -2.66328
27 C 2.30059 3.51036 -4.31143
28 C 3.06876 2.76985 -3.22084
29 C 2.59171 1.33445 -3.00623
30 C 1.13266 1.20350 -2.56488
31 C 0.78042 1.95113 -1.28036
32 C 1.55927 1.46118 -0.06335
33 H 1.24274 3.60916 -4.06368
34 H 2.69730 4.51597 -4.45641
35 H 2.37356 2.98247 -5.26475
36 H 3.00124 3.32913 -2.28369
37 H 4.12963 2.74703 -3.48327
38 H 3.24118 0.85084 -2.27143
39 H 2.72452 0.77446 -3.93749
40 H 0.90891 0.14128 -2.42784
41 H 0.47416 1.54622 -3.36787
42 H -0.28784 1.82751 -1.08819
43 H 0.94728 3.02374 -1.41462
44 H 1.38257 0.39663 0.10829
45 H 1.25167 1.99887 0.83513
46 H 2.63407 1.61024 -0.18077
47 C 1.66100 0.08698 3.89189
48 C 3.11687 -0.04761 3.45577
49 C 4.07560 -0.34981 4.60606
50 C 4.13245 0.72715 5.69101
51 C 4.50720 2.12103 5.18996
52 C 5.89124 2.18771 4.55139
53 H 1.51972 0.91843 4.58410
54 H 1.01495 0.26463 3.03092
55 H 1.31650 -0.82468 4.38480
56 H 3.42773 0.86421 2.93809
57 H 3.19343 -0.85278 2.72034
58 H 5.07737 -0.51360 4.19976
59 H 3.78342 -1.29630 5.07181
60 H 4.85712 0.41664 6.45033
61 H 3.16794 0.78189 6.20292
62 H 4.46935 2.81395 6.03439
63 H 3.75871 2.47446 4.47540
64 H 6.66010 1.86258 5.25551
65 H 6.13141 3.20546 4.24151
66 H 5.95856 1.55286 3.66672

These are the natural (NBO) partial charges, in e, on atoms 1 to 5:
1 C -0.60
2 C -0.80
3 B 0.66
4 O -0.87
5 Si 0.18

---

Entry from OMol25: a structure of composition C14H33F6NNiO17S6 (ωB97M-V/def2-TZVPD).

Results
2S+1: 3
Frontier orbital gap (alpha / beta): 8.545 / 8.342 eV
HOMO energy (alpha / beta): -8.67 / -8.47 eV
ΔE to the lowest compared entry with this formula, charge and spin: 79.0 kJ/mol
Lowest unoccupied orbital energy (alpha / beta): -0.13 / -0.13 eV
Energy: -173707.2777 eV

Cartesian coordinates (Å):
1 Ni 0.65527 -0.92889 -0.42461
2 C 4.17092 -2.46364 -0.32081
3 F 3.29675 -3.42869 -0.08970
4 F 5.39942 -2.82036 0.06154
5 F 4.17824 -2.19603 -1.63971
6 S 3.68820 -0.91188 0.62420
7 O 2.99616 -1.37922 1.78473
8 O 4.89688 -0.20762 0.88212
9 N 2.51074 -0.18630 -0.37653
10 S 3.23805 1.02851 -1.17467
11 O 4.55954 0.72006 -1.56295
12 O 2.41507 1.44351 -2.25927
13 C 3.25675 2.48239 -0.01177
14 F 4.42086 3.10168 -0.09645
15 F 2.29668 3.32328 -0.35959
16 F 3.05662 2.09367 1.26312
17 O 0.69971 -2.68805 0.14483
18 H 0.13913 -3.45908 0.03967
19 O -0.42220 -2.04633 -4.52148
20 S -0.00556 -0.83614 -3.90274
21 O 0.51661 -0.86527 -2.58231
22 O 0.97559 -0.12730 -4.89636
23 C 2.09548 -0.92184 -5.42658
24 C 2.95027 -1.55296 -4.35511
25 C -1.27135 0.38451 -3.95341
26 H 2.64499 -0.21492 -6.04493
27 H 1.62382 -1.63004 -6.11329
28 H 2.44065 -2.40138 -3.89931
29 H 3.13296 -0.81906 -3.57294
30 H 3.89762 -1.86744 -4.78732
31 H -1.12322 0.94391 -4.87569
32 H -1.12418 1.05995 -3.11887
33 H -2.23047 -0.11401 -4.03657
34 O 0.25784 -1.92857 3.50293
35 S 0.13857 -0.60761 3.01272
36 O -0.08583 -0.37772 1.62218
37 O -1.12109 0.07630 3.71824
38 C -1.35555 -0.30318 5.09303
39 C -2.43856 -1.33208 5.25453
40 C 1.48474 0.37445 3.61428
41 H -1.69779 0.61437 5.57986
42 H -0.45443 -0.59498 5.63031
43 H -2.90769 -1.22701 6.23589
44 H -2.10454 -2.36376 5.13611
45 H -3.27376 -1.22384 4.55499
46 H 1.08450 1.35836 3.82794
47 H 2.24293 0.28703 2.84116
48 H 1.88674 -0.11413 4.49661
49 O -2.23891 2.08595 -0.97171
50 S -0.95725 2.30339 -0.36937
51 O 0.07739 1.35741 -0.53720
52 O -0.38516 3.63415 -0.94324
53 C -1.21933 4.80212 -0.89773
54 C -0.45011 5.92450 -0.26891
55 C -1.16691 2.65392 1.34943
56 H -2.13123 4.64453 -0.32207
57 H -1.51585 5.03442 -1.91916
58 H 0.55523 6.10385 -0.64222
59 H -0.32924 5.71663 0.79975
60 H -1.02131 6.85050 -0.37250
61 H -0.24476 2.47973 1.88540
62 H -1.99278 2.01759 1.66785
63 H -1.54530 3.66867 1.42777
64 O -1.55495 -1.07639 -0.82873
65 S -2.89913 -1.49986 -1.06539
66 O -3.41486 -1.46283 -2.37613
67 O -3.08778 -2.96292 -0.54845
68 C -2.35092 -3.34515 0.63619
69 C -3.30667 -3.71357 1.74036
70 C -3.95444 -0.60542 -0.00497
71 H -1.58832 -2.63736 0.98021
72 H -1.73616 -4.20830 0.37387
73 H -2.79557 -4.03048 2.65023
74 H -3.87907 -4.59856 1.44036
75 H -4.03716 -2.93799 1.96387
76 H -4.97723 -0.86771 -0.25696
77 H -3.74544 0.45313 -0.11888
78 H -3.73884 -0.93663 1.01033

These are the Mulliken partial charges, in e, on atoms 1 to 5:
1 Ni 2.96
2 C 0.69
3 F -0.16
4 F -0.22
5 F -0.23

---

Entry from OMol25: the ion C6H7BrN3 with charge +1 (ωB97M-V/def2-TZVPD).

Results
Frontier orbital gap (alpha / beta): 7.550 / 7.111 eV
HOMO energy (alpha / beta): -12.67 / -12.26 eV
ΔE to the lowest compared entry with this formula, charge and spin: 424.8 kJ/mol
Lowest unoccupied orbital energy (alpha / beta): -5.12 / -5.14 eV
Net charge: +1
Energy: -80834.5222 eV

Cartesian coordinates (Å):
1 C -1.55725 -1.49869 0.24815
2 C -1.82926 -0.19508 -0.06239
3 C 0.61245 -1.31912 -0.51500
4 C 1.57936 -0.55885 -0.80104
5 C 1.78726 0.73858 -0.15578
6 C 0.77430 1.24362 0.79451
7 N -1.12620 0.73146 -0.72342
8 N -0.23840 -1.79084 0.28009
9 N -0.24955 1.56866 -0.18374
10 Br -3.71007 0.39863 -0.10849
11 H -2.30801 -2.21037 0.57205
12 H 2.06134 -0.85564 -1.73036
13 H 2.55286 1.40323 -0.46805
14 H 0.29633 0.35947 1.42156
15 H 1.18813 2.06800 1.32195
16 H 0.15818 -2.48749 1.03571
17 H 0.00853 2.40444 -0.92575

These are the natural (NBO) partial charges, in e, on atoms 1 to 5:
1 C -0.17
2 C 0.16
3 C 0.42
4 C -0.31
5 C -0.14

---

Entry from OMol25: an isolated molecule of C21H20ClFO4S (ωB97M-V/def2-TZVPD).

Results
Frontier orbital gap: 8.967 eV
HOMO energy: -8.94 eV
SMILES: CCOC(=O)[C@@](F)([C@@]1(c2ccc(Cl)cc2)C=CCC1)S(=O)(=O)c1ccccc1
ΔE to the lowest compared entry with this formula, charge and spin: 74.8 kJ/mol
Lowest unoccupied orbital energy: 0.02 eV
Energy: -56364.4756 eV

Cartesian coordinates (Å):
1 Cl -3.36162 1.74565 -5.16495
2 C -2.77295 1.74761 -3.55824
3 C -3.57728 1.25933 -2.51459
4 C -3.03283 1.13767 -1.22532
5 C -1.68749 1.45890 -1.00338
6 C -0.89857 1.04002 0.29086
7 C 0.03129 2.17794 0.84473
8 C -0.27750 2.35215 2.35632
9 C -1.43072 1.43189 2.58016
10 C -1.82441 0.78828 1.46676
11 C -0.98271 2.14076 -1.99215
12 C -1.49123 2.24926 -3.28948
13 H -4.58397 0.91197 -2.73070
14 H -3.68171 0.82684 -0.41075
15 H 1.09429 1.97560 0.69496
16 H -0.23283 3.10103 0.31717
17 H 0.58965 2.08854 2.97112
18 H -0.51323 3.40304 2.58580
19 H -1.90749 1.34973 3.56833
20 H -2.75396 0.21296 1.31704
21 H -0.02194 2.59447 -1.76110
22 H -0.87794 2.64038 -4.10001
23 C -1.78713 -4.61415 -0.36672
24 C -1.83558 -3.31921 -1.13595
25 O -1.19504 -2.28870 -0.33135
26 C -0.78126 -1.21661 -1.02930
27 C -0.04654 -0.15189 -0.18219
28 F 0.91749 0.42292 -1.00113
29 S 1.13964 -1.44424 0.93025
30 C 2.80029 -0.71567 1.20677
31 C 3.95160 -1.19277 0.57789
32 C 5.16762 -0.50657 0.75891
33 C 5.21066 0.63918 1.56271
34 C 4.05113 1.08986 2.20547
35 C 2.85798 0.37435 2.05939
36 O 0.45756 -1.60812 2.19350
37 O 1.53775 -2.60708 0.14942
38 O -0.87972 -1.15448 -2.24659
39 H -2.29656 -5.40174 -0.93162
40 H -0.75313 -4.93588 -0.19753
41 H -2.28476 -4.52527 0.60356
42 H -1.31426 -3.40778 -2.09398
43 H -2.86494 -2.97703 -1.29894
44 H 3.90689 -2.07578 -0.04561
45 H 6.07507 -0.85952 0.26317
46 H 6.14455 1.18820 1.69136
47 H 4.05552 1.99367 2.81520
48 H 1.96027 0.66030 2.60073

These are the natural (NBO) partial charges, in e, on atoms 1 to 5:
1 Cl 0.02
2 C -0.04
3 C -0.23
4 C -0.23
5 C 0.08